# 1
Entry from OMol25: a 2-piece molecular cluster, C4H12S overall in a non-equilibrium geometry (the ωB97M-V functional and the def2-TZVPD basis).

The geometry in XYZ format:
```
17
C4H12S the ωB97M-V functional and the def2-TZVPD basis
C 1.876 1.611 4.658
S 1.443 1.835 2.946
H 2.608 0.833 4.975
H 2.164 2.539 5.155
H 0.976 1.405 5.263
H 1.852 3.109 2.765
C -1.207 -1.920 -4.821
C -1.125 -1.767 -3.332
C -2.467 -1.768 -2.591
H -1.545 -2.933 -5.057
H -0.245 -1.895 -5.321
H -1.840 -1.136 -5.255
H -0.717 -0.815 -2.954
H -0.422 -2.404 -2.761
H -3.115 -2.536 -3.015
H -2.333 -1.862 -1.524
H -2.870 -0.769 -2.700
```

Calculated values
- structure (SMILES) = CCC.CS
- largest force on an atom (eV Å⁻¹) = 2.89
- HOMO-LUMO gap (eV) = 10.022
- energy above the lowest of the compared OMol25 structures with the same formula, charge and spin (kJ/mol) = 62.23
- LUMO level (eV) = 0.91

Atom charges from the Löwdin analysis, given in e for atoms 1 to 6: -0.56 0.62 0.04 0.03 0.02 -0.16

***

# 2
Entry from OMol25: a 2-piece molecular cluster, C4H12S overall (the ωB97M-V functional and the def2-TZVPD basis).

The geometry in XYZ format:
```
17
C4H12S the ωB97M-V functional and the def2-TZVPD basis
C -0.337 -1.485 0.285
C -0.687 -2.851 0.897
H -1.222 -0.853 0.273
H 0.455 -1.004 0.857
H 0.002 -1.585 -0.748
H 0.172 -3.527 0.855
H -1.560 -3.275 0.401
H -0.946 -2.727 1.951
C -0.247 2.398 0.543
C 1.127 1.428 -1.612
S -0.465 2.161 -1.228
H 0.715 2.881 0.726
H -1.005 3.095 0.885
H -0.332 1.459 1.083
H 1.331 0.586 -0.963
H 1.927 2.175 -1.554
H 1.073 1.125 -2.651
```

Calculated values
- structure (SMILES) = CSC.CC
- largest force on an atom (eV Å⁻¹) = 0.59
- HOMO-LUMO gap (eV) = 9.481
- energy above the lowest of the compared OMol25 structures with the same formula, charge and spin (kJ/mol) = 4.97
- LUMO level (eV) = 1.01

Atom charges from the Löwdin analysis, given in e for atoms 1 to 6: -0.19 -0.17 0.06 0.06 0.06 0.06

***

# 3
Entry from OMol25: a 2-piece molecular cluster, C4H12S overall in a non-equilibrium geometry (the ωB97M-V functional and the def2-TZVPD basis).

The geometry in XYZ format:
```
17
C4H12S the ωB97M-V functional and the def2-TZVPD basis
C -0.646 0.748 -4.730
C 0.156 0.652 -3.429
H -1.413 1.514 -4.681
H 0.066 0.900 -5.540
H -1.111 -0.204 -4.992
H 0.238 1.618 -2.914
H 1.211 0.454 -3.628
H -0.228 -0.036 -2.677
C 0.739 -0.955 3.385
S 0.383 -0.615 1.646
C -0.874 0.698 1.806
H -0.193 -1.015 3.964
H 1.074 -1.991 3.411
H 1.327 -0.218 3.835
H -0.572 1.456 2.516
H -1.848 0.229 1.789
H -0.815 1.183 0.820
```

Calculated values
- structure (SMILES) = CSC.CC
- largest force on an atom (eV Å⁻¹) = 2.66
- HOMO-LUMO gap (eV) = 9.536
- energy above the lowest of the compared OMol25 structures with the same formula, charge and spin (kJ/mol) = 50.85
- LUMO level (eV) = 1.03

Atom charges from the Löwdin analysis, given in e for atoms 1 to 6: -0.17 -0.18 0.06 0.06 0.06 0.06

***

# 4
Entry from OMol25: a 2-piece molecular cluster, C4H12S2 overall in a non-equilibrium geometry (the ωB97M-V functional and the def2-TZVPD basis).

The geometry in XYZ format:
```
18
C4H12S2 the ωB97M-V functional and the def2-TZVPD basis
C 1.768 0.712 -2.416
S 0.104 0.358 -1.863
S -0.031 1.723 -0.326
C -1.860 1.876 -0.023
H 2.008 1.778 -2.319
H 2.516 0.164 -1.868
H 1.788 0.411 -3.447
H -2.205 1.004 0.605
H -2.065 2.875 0.410
H -2.365 1.800 -1.017
C -0.612 -1.250 1.737
C 0.704 -1.923 1.387
H -1.163 -1.164 0.791
H -0.430 -0.218 2.056
H -1.169 -1.864 2.425
H 1.083 -1.363 0.527
H 1.423 -1.970 2.191
H 0.508 -2.951 1.150
```

Calculated values
- structure (SMILES) = CSSC.CC
- largest force on an atom (eV Å⁻¹) = 1.37
- HOMO-LUMO gap (eV) = 8.558
- energy above the lowest of the compared OMol25 structures with the same formula, charge and spin (kJ/mol) = 47.43
- LUMO level (eV) = 0.69

Atom charges from the Löwdin analysis, given in e for atoms 1 to 6: -0.50 0.42 0.40 -0.44 0.03 0.02

***

# 5
Entry from OMol25: a 2-piece molecular cluster, C4H12S2 overall in a non-equilibrium geometry (the ωB97M-V functional and the def2-TZVPD basis).

The geometry in XYZ format:
```
18
C4H12S2 the ωB97M-V functional and the def2-TZVPD basis
S -0.629 1.642 0.393
C 0.000 0.000 0.000
C -1.933 1.704 -0.857
H 0.723 -0.358 0.753
H 0.500 0.028 -0.983
H -0.838 -0.716 -0.052
H -2.572 0.816 -0.721
H -1.524 1.690 -1.881
H -2.555 2.607 -0.740
S -2.710 5.454 -5.688
C -1.223 5.452 -6.672
C -1.912 4.975 -4.105
H -0.834 4.457 -6.946
H -0.404 6.038 -6.223
H -1.559 5.963 -7.590
H -2.686 4.633 -3.397
H -1.429 5.875 -3.690
H -1.152 4.181 -4.205
```

Calculated values
- structure (SMILES) = CSC.CSC
- largest force on an atom (eV Å⁻¹) = 1.28
- HOMO-LUMO gap (eV) = 9.387
- energy above the lowest of the compared OMol25 structures with the same formula, charge and spin (kJ/mol) = 46.66
- LUMO level (eV) = 0.83

Atom charges from the Löwdin analysis, given in e for atoms 1 to 6: 0.70 -0.45 -0.45 0.04 0.03 0.03

***

# 6
Entry from OMol25: a 2-piece molecular cluster, C4H12S2 overall in a non-equilibrium geometry (the ωB97M-V functional and the def2-TZVPD basis).

The geometry in XYZ format:
```
18
C4H12S2 the ωB97M-V functional and the def2-TZVPD basis
C 1.407 -1.779 -0.180
C 1.378 -1.162 -1.549
S 1.368 0.763 -1.426
H 1.359 -2.975 -0.143
H 2.401 -1.559 0.279
H 0.699 -1.425 0.498
H 0.394 -1.311 -2.180
H 2.235 -1.226 -2.146
H 1.544 2.143 -1.664
C -1.711 0.695 -0.023
C -1.848 1.099 1.481
S -0.256 0.934 2.656
H -1.933 1.482 -0.724
H -0.721 0.210 -0.155
H -2.284 -0.172 -0.344
H -2.477 0.342 2.023
H -2.070 2.107 1.770
H 0.515 1.832 1.827
```

Calculated values
- structure (SMILES) = CCS.CCS
- largest force on an atom (eV Å⁻¹) = 3.48
- HOMO-LUMO gap (eV) = 7.798
- energy above the lowest of the compared OMol25 structures with the same formula, charge and spin (kJ/mol) = 409.93
- LUMO level (eV) = -0.75

Atom charges from the Löwdin analysis, given in e for atoms 1 to 6: -0.18 -0.49 0.52 0.14 0.09 0.01

***

> What is the formula in the fifth record?

C4H12S2

***

> Among the records above, which one has the lowest LUMO level?

number 6

***

> HOMO-LUMO gap of number 2 (C4H12S)?

9.481 eV